ORCA calculation (the ωB97M-V functional and the def2-TZVPD basis) on a structure of composition C53H45N8O2S3Sc.

Last column: Löwdin charge in e.
CARTESIAN COORDINATES (ANGSTROEM)
H1 3.8417 5.1968 -3.0844  0.1138
H2 4.8753 0.9771 3.9621  0.1248
C1 -3.5929 -4.7925 1.7740  -0.0185
C2 1.0373 3.0346 -1.5834  -0.3312
C3 -2.5474 4.0225 -0.3279  -0.0916
N1 0.1438 -1.8540 0.1479  -0.3409
C4 0.4965 -4.2301 2.5928  -0.1775
H3 5.0475 -2.6250 -0.2779  0.1090
H4 -2.5107 2.4103 -2.9941  0.1108
C5 -1.7865 -2.6070 -4.5145  -0.0456
C6 -0.5829 4.5006 2.0345  -0.0507
O1 -2.5857 -0.7709 2.0700  -0.2205
S1 -0.5143 0.8270 -1.8500  1.0699
C7 1.4617 5.5884 2.6815  -0.0405
H5 -5.8718 3.6798 -0.8399  0.1169
H6 1.9690 6.3938 3.1956  0.1189
H7 2.5375 1.5319 -1.2826  0.1073
H8 1.5307 6.0686 -2.9828  0.1152
C8 -0.6119 1.5147 -3.4797  -0.3824
C9 -2.6695 -0.9039 4.4169  -0.1158
C10 2.1997 4.6275 1.9991  -0.0543
C11 1.7557 5.0808 -2.6037  -0.0453
C12 -4.8633 3.4128 -0.5535  -0.0439
C13 -2.3019 2.7564 0.2044  -0.3251
H9 -1.9281 -3.0112 -0.6743  0.0820
H10 -3.7103 -3.5538 -4.5398  0.1164
C14 0.0770 5.5129 2.7154  -0.0393
H11 -1.6622 4.4389 2.0718  0.1194
H12 4.5625 -1.4144 3.4509  0.1131
C15 -0.8054 -2.3220 -2.3502  -0.3173
C16 2.7906 1.4336 3.7052  -0.0264
C17 0.1643 3.5662 1.3260  -0.3043
N2 -0.0259 2.2251 -1.0463  -0.3681
C18 0.7410 4.2977 -2.0747  -0.0115
H13 -5.3944 1.4368 0.0927  0.1215
C19 2.3305 2.5284 -1.6498  -0.0513
H14 -4.6467 -4.8654 1.5456  0.1201
C20 3.4963 -3.6258 -3.1160  -0.0514
H15 -0.8831 -1.8653 4.8474  0.1011
C21 -1.9091 -2.9026 -1.7504  -0.0534
C22 3.0013 -2.2348 -0.7641  -0.0754
H16 2.1274 2.8380 0.8247  0.1086
C23 -3.3039 1.8159 0.3413  -0.0514
C24 1.5548 3.5999 1.3339  -0.0806
S2 0.4454 -1.6459 -1.2755  0.7649
C25 -2.9590 -3.3437 -2.5432  -0.0486
H17 4.1335 -3.3873 3.3284  0.1138
C26 2.4406 -1.2147 3.1467  -0.1970
Sc1 -0.6108 -1.2011 1.9667  0.9079
C27 0.3845 1.3071 -4.4162  -0.0715
H18 2.7864 -1.7048 0.1556  0.0950
H19 -3.2897 -6.8937 2.1125  0.1243
C28 -1.8738 2.8439 -5.0049  -0.0496
N3 0.7404 -0.1734 -1.9082  -0.4281
H20 -3.5227 -2.6510 1.5560  0.1145
H21 5.4921 -3.8623 -2.3755  0.1146
H22 -2.7498 3.4323 -5.2421  0.1163
C29 1.5649 0.8995 3.3511  -0.1205
H23 3.2804 4.6803 1.9842  0.1197
H24 -0.8931 -6.6060 2.6224  0.1132
N4 -0.4768 0.8747 1.1527  -0.3052
H25 -0.4968 6.2443 3.2677  0.1203
N5 -1.6754 -3.3863 2.0512  0.0601
C30 2.1401 -2.6580 2.9664  -0.1954
H26 -3.1307 -1.8898 4.4965  0.1296
H27 -0.9853 3.1008 -6.9381  0.1163
H28 4.3435 2.9241 -2.2586  0.1132
C31 1.4160 -5.2669 2.6977  0.0254
C32 -3.1848 -0.2735 3.1242  -0.6076
H29 1.1105 -6.2937 2.5720  0.1155
C33 -2.8940 -3.2048 -3.9219  -0.0473
H30 0.6867 1.5274 3.2813  0.1006
H31 -4.0485 5.3307 -1.0956  0.1171
C34 -4.5991 2.1575 -0.0372  -0.0324
C35 -0.8801 2.6533 -5.9588  -0.0485
C36 2.7386 -4.9647 2.9555  -0.0048
C37 0.2417 1.8899 -5.6679  -0.0462
H32 -0.7351 -0.2637 4.6755  0.0908
C38 2.2333 -3.0952 -2.8870  -0.0475
C39 3.1091 -3.6406 3.1039  0.0186
H33 1.0102 1.7489 -6.4159  0.1162
C40 3.0520 4.5885 -2.6644  -0.0561
H34 -0.2805 4.6527 -2.0614  0.1084
C41 -1.4943 -5.7478 2.3652  0.0148
H35 -1.7435 -2.4854 -5.5885  0.1177
H36 3.6817 -4.1812 -4.0252  0.1166
H37 1.2515 0.7117 -4.1610  0.1090
C42 -1.7453 2.2713 -3.7508  -0.0696
S3 -0.6528 2.1892 0.5651  0.8667
H38 1.4481 -3.2655 -3.6106  0.1005
H39 -1.7521 4.7484 -0.4402  0.1056
H40 0.0888 -1.6267 -4.1894  0.1049
H41 2.8697 2.4829 3.9488  0.1124
C43 -2.9728 -3.5551 1.7759  -0.1069
C44 3.3350 3.3116 -2.1979  -0.0517
C45 -0.7421 -2.1482 -3.7302  -0.0900
C46 -3.8363 4.3468 -0.6991  -0.0526
C47 -0.9433 -4.4744 2.3261  -0.1916
C48 1.9994 -2.3996 -1.7132  -0.2924
H42 -2.9672 -0.3165 5.2830  0.1296
C49 -2.8402 -5.9103 2.0846  -0.0194
H43 -3.0856 0.8408 0.7530  0.0804
O2 -4.0565 0.5624 3.1115  0.0986
N6 1.3828 -0.3936 3.0749  0.0452
N7 0.8602 -2.9503 2.7149  0.0942
H44 3.4731 -5.7531 3.0471  0.1272
C50 3.8925 0.5970 3.7171  -0.0159
N8 -1.2073 -1.0785 4.2959  -0.0045
H45 -3.8267 -3.7957 -2.0815  0.1124
C51 4.2596 -2.7566 -1.0082  -0.0625
C52 3.7161 -0.7454 3.4295  0.0142
C53 4.5098 -3.4510 -2.1862  -0.0568

The HOMO energy is -13.18 eV. As for the gap between HOMO and LUMO: 0.3006 hartree. The total charge is +2. The calculation puts the lowest unoccupied orbital energy at -0.1836 hartree. The relative energy (zero: lowest compared OMol25 entry of this formula, charge and spin) comes out at 0.0 kcal/mol.

ORCA calculation (the ωB97M-V functional and the def2-TZVPD basis) on a cluster of 10 separate species, C40H70N10 in total in a non-equilibrium geometry.

Last column: Löwdin charge in e.
CARTESIAN COORDINATES (ANGSTROEM)
H1 -14.9606 -11.6092 11.7282  0.1245
C1 -14.9441 -13.4967 15.0862  -0.2495
C2 -19.4697 -15.8080 18.5190  -0.2450
H2 -24.7289 -9.7047 15.9439  0.1033
C3 -21.5836 -11.3601 10.3626  -0.1915
H3 -24.8924 -14.2761 13.7878  0.0533
H4 -21.2360 -15.4237 17.4870  0.1072
C4 -24.9090 -13.7547 18.7814  -0.3042
H5 -26.9244 -15.5904 11.3517  0.1155
N1 -12.2980 -12.5897 12.7038  0.1367
C5 -21.2790 -17.4312 18.4303  -0.2165
H6 -15.0174 -14.2435 17.2433  0.0720
H7 -17.2673 -10.2436 20.8908  0.0660
H8 -20.6637 -7.7080 11.2559  0.0773
H9 -21.3156 -13.7308 15.2241  0.0771
C6 -15.5124 -12.4822 11.3797  -0.1980
H10 -26.6391 -9.2636 13.7518  0.1173
H11 -21.5173 -9.5687 21.6204  0.1223
N2 -21.3715 -12.7577 19.3859  0.1966
C7 -26.8782 -15.5012 13.3902  -0.2431
H12 -20.5469 -18.0208 18.9821  0.1031
H13 -21.8207 -17.6750 16.2034  0.0658
H14 -15.8786 -13.6822 9.6470  0.1050
C8 -18.0446 -12.1828 18.7132  -0.1985
H15 -14.1344 -13.5066 9.9858  0.1012
H16 -26.2143 -14.0251 17.2379  0.0769
H17 -20.2911 -12.2927 13.0021  0.0771
H18 -13.9514 -11.4598 8.9924  0.0700
H19 -12.8015 -13.7582 15.4471  0.1145
C9 -25.0753 -14.5634 11.7598  -0.2355
C10 -24.8128 -9.9726 14.8907  -0.1900
H20 -19.6827 -11.1183 23.5439  0.0772
H21 -15.6737 -13.6408 14.2893  0.0717
C11 -21.5863 -12.7815 15.6863  -0.1056
H22 -15.7156 -11.1368 9.0092  0.0648
H23 -20.1325 -10.7030 13.2721  0.0979
C12 -15.0988 -12.9986 9.9826  -0.2236
H24 -21.0175 -8.1889 9.0143  0.1119
C13 -25.6065 -8.9552 13.9152  -0.1674
H25 -22.6220 -8.8879 9.3882  0.1013
H26 -19.7056 -9.3708 23.3010  0.0773
C14 -20.1622 -11.6245 13.8536  -0.1970
N3 -27.8402 -12.5144 20.5891  0.1397
H27 -23.5864 -15.3317 12.9818  0.0803
C15 -18.8580 -11.8819 14.5939  -0.1487
H28 -13.3572 -14.9968 14.3356  0.1087
H29 -25.2049 -15.4162 17.6543  0.0892
H30 -24.7492 -12.0887 15.2188  0.0478
H31 -25.4568 -11.6781 13.7005  0.0702
C16 -20.3026 -10.2797 23.2267  -0.1062
H32 -15.3743 -13.2570 12.1338  0.0940
H33 -21.0964 -10.0723 23.9444  0.0732
H34 -26.6356 -14.8917 18.6861  0.0909
H35 -17.4426 -11.7814 21.4798  0.0655
N4 -18.2981 -15.7869 18.5142  0.1568
N5 -17.8549 -12.0725 15.1988  0.1548
H36 -20.2166 -18.3037 16.6986  0.0753
H37 -18.6279 -12.7770 19.4165  0.0912
H38 -21.8596 -8.9150 11.7639  0.0554
C17 -25.7905 -14.5940 18.0655  -0.1443
H39 -20.9314 -12.6311 16.5445  0.0535
H40 -21.3835 -15.5026 19.3013  0.0944
H41 -23.3788 -13.7036 12.9201  0.0443
C18 -18.7699 -10.9440 18.6481  -0.2827
H42 -19.9123 -10.0676 9.9628  0.0986
C19 -25.1877 -8.8887 12.5480  -0.2200
H43 -20.1581 -10.5740 21.1722  0.0762
C20 -21.4588 -11.6622 14.6825  -0.2676
H44 -24.5745 -14.3882 19.6029  0.1090
C21 -25.4944 -12.4571 19.4281  -0.1521
N6 -22.0951 -12.2263 10.8951  0.1584
C22 -16.8082 -11.2269 20.7884  -0.1125
H45 -23.7712 -10.0090 14.5713  0.0752
C23 -21.6015 -8.1946 10.9877  -0.1508
H46 -25.6128 -7.9104 14.2256  0.1150
N7 -27.4444 -15.3334 14.4056  0.1447
H47 -24.5211 -14.8964 10.8822  0.1074
C24 -20.9690 -10.4704 21.8931  -0.2620
H48 -22.1704 -11.7278 13.8594  0.0795
C25 -16.6986 -12.0229 19.4755  -0.2346
H49 -17.8626 -12.6274 17.7347  0.0796
H50 -24.0165 -13.5956 18.1762  0.0938
C26 -20.8870 -15.8865 18.4101  -0.1819
C27 -24.1934 -14.4265 12.9650  -0.1425
C28 -16.8809 -12.0927 11.4018  -0.2194
C29 -21.6112 -12.2912 20.4025  -0.2054
N8 -19.3786 -9.9691 18.5921  0.1562
H51 -22.2514 -17.6731 18.8593  0.1005
C30 -25.4155 -11.3681 14.7446  -0.1139
C31 -21.8760 -11.6511 21.6767  -0.1767
C32 -12.9010 -13.1896 13.4664  -0.2397
N9 -24.8178 -8.9090 11.3945  0.1487
H52 -16.3737 -13.0310 19.7331  0.1034
C33 -21.5716 -8.8534 9.6773  -0.2880
H53 -25.3522 -13.5310 11.5466  0.1039
H54 -16.4495 -14.4184 16.3909  0.0411
C34 -21.2259 -18.0610 17.0312  -0.1283
C35 -26.1755 -15.6323 12.1425  -0.1798
H55 -24.8643 -12.0617 20.2247  0.0916
C36 -14.9444 -11.8990 8.8974  -0.1029
C37 -15.3716 -14.4248 16.2285  -0.1169
H56 -15.9275 -11.5801 18.8451  0.1043
H57 -21.5917 -10.7043 15.1854  0.1063
N10 -17.9986 -11.7887 11.4700  0.1838
H58 -14.8784 -12.4269 15.2842  0.1007
H59 -25.5878 -11.6892 18.6601  0.1123
C38 -26.8047 -12.4669 20.0826  -0.2355
H60 -22.6126 -12.9370 16.0189  0.0511
H61 -20.8322 -10.5345 8.5498  0.1135
C39 -13.4859 -13.9529 14.6214  -0.1655
H62 -15.7900 -11.0892 21.1521  0.0705
H63 -26.3847 -11.5295 15.2165  0.0789
C40 -20.9239 -10.2405 9.5954  -0.1603
H64 -21.8023 -18.9806 16.9310  0.0637
H65 -22.3600 -7.4297 11.1544  0.0678
H66 -21.8223 -12.3927 22.4738  0.1270
H67 -25.7364 -16.6300 12.1377  0.1212
H68 -22.9533 -11.4872 21.6542  0.1088
H69 -15.1880 -15.4303 15.8500  0.0736
H70 -14.9741 -12.1179 7.8300  0.0672

The HOMO energy is -10.98 eV. As for the gap between HOMO and LUMO: 0.4167 hartree. The calculation puts the lowest unoccupied orbital energy at 0.0130 hartree. The SMILES is CCCC#N.CCCC#N.CCCC#N.CCCC#N.CCCC#N.CCCC#N.CCCC#N.CCCC#N.CCCC#N.CCCC#N. The relative energy (zero: lowest compared OMol25 entry of this formula, charge and spin) comes out at 101.8 kcal/mol.

ORCA calculation (the ωB97M-V functional and the def2-TZVPD basis) on a structure of composition C21H34N5Pt.

Last column: Löwdin charge in e.
CARTESIAN COORDINATES (ANGSTROEM)
H1 1.6526 2.7999 -3.2934  0.1053
H2 -2.0353 2.5181 -3.0206  0.1343
C1 -3.5361 -0.4660 -3.4429  0.0176
C2 -0.2103 1.2901 -1.3635  -0.2025
H3 -4.6773 1.9417 0.9890  0.1295
N1 0.2277 -0.5391 2.3809  -0.0424
H4 2.2156 -2.0386 1.0285  0.1384
H5 -2.6320 -2.3926 -3.1249  0.1272
H6 -4.1793 1.5662 -3.7140  0.1328
H7 0.1959 -1.5595 2.3715  0.0832
C3 -2.4955 -1.3211 -3.0687  -0.0221
C4 -2.1597 1.4440 -3.0261  0.0320
Pt1 0.0546 0.3140 0.3745  1.0735
H8 1.9116 -2.0355 3.9221  0.1391
N2 -1.6658 -2.2857 0.5799  0.1262
C5 0.4390 1.1733 -2.6392  -0.4564
N3 2.0855 0.8272 0.3357  -0.0485
H9 2.4789 1.7029 3.6250  0.1494
H10 1.4232 -0.3079 -3.8769  0.1166
H11 -2.2548 2.0703 0.5205  0.1144
H12 1.1073 1.9946 2.5868  0.1271
C6 3.9009 0.0349 1.9158  -0.0727
N4 3.0394 -2.3138 1.5717  0.2422
H13 -4.2870 -2.3385 1.0421  0.1331
H14 -5.7156 -0.3286 1.2765  0.1367
H15 1.4177 -0.7100 -2.1493  0.0552
H16 4.4868 -0.1855 1.0179  0.1373
N5 -1.9591 0.0159 0.5168  -0.0928
H17 -0.0559 3.1901 -3.3258  0.0901
C7 -4.6608 -0.2273 1.0576  0.0012
C8 0.6617 2.3950 -3.5081  0.0076
C9 1.4863 0.1039 -2.8705  -0.0333
H18 -2.1559 -3.1652 0.4923  0.1173
H19 0.7698 0.1699 4.2808  0.1605
H20 2.4721 0.5673 -2.7809  0.0993
C10 3.4504 -1.2572 2.6020  -0.2341
H21 2.8608 -0.7322 4.5506  0.1539
H22 2.5905 0.1445 -0.2251  0.0806
C11 -2.7522 1.1173 0.6339  -0.1051
H23 -0.6945 2.2551 -1.2295  0.0915
H24 -4.4791 -0.8854 -3.7708  0.1350
C12 1.2731 -0.0359 3.3362  -0.3092
C13 -3.3713 0.9128 -3.4157  -0.0040
H25 -0.9604 -2.1802 -0.1377  0.0612
H26 2.8264 -3.2019 2.0366  0.1823
H27 0.6354 2.1279 -4.5640  0.1158
C14 1.8836 1.2635 2.8193  -0.1041
H28 3.3391 2.0356 1.4958  0.1603
H29 -0.6818 -0.2928 2.7681  0.1067
C15 2.3525 -1.0726 3.6452  -0.0785
H30 4.3144 -1.7116 3.0861  0.1671
H31 -0.4825 -1.4634 -2.4125  0.1092
C16 -2.5116 -1.1994 0.6442  -0.3786
C17 -3.8738 -1.3451 0.9310  0.0214
H32 4.6144 0.4986 2.6004  0.1535
C18 -1.2941 -0.7952 -2.6642  -0.0151
C19 2.8232 1.0843 1.6316  -0.2966
C20 -4.0895 1.0403 0.8975  -0.0192
H33 2.1605 1.6811 -0.2134  0.1145
C21 -1.0862 0.6054 -2.6445  -0.2462
H34 3.8062 -2.4979 0.9177  0.1813

The HOMO energy is -17.40 eV. As for the gap between HOMO and LUMO: 0.3061 hartree. The total charge is +3. The calculation puts the lowest unoccupied orbital energy at -0.3332 hartree. The relative energy (zero: lowest compared OMol25 entry of this formula, charge and spin) comes out at 2.9 kcal/mol.

ORCA calculation (the ωB97M-V functional and the def2-TZVPD basis) on a structure of composition C13H25BrCl3N5O2SiTa.

Last column: Löwdin charge in e.
CARTESIAN COORDINATES (ANGSTROEM)
N1 0.4692 -1.6424 0.0159  -0.0406
H1 5.1671 -1.4660 1.0302  0.1315
C1 -2.0110 0.0880 2.1198  -0.1553
H2 -3.7010 -0.1861 0.8421  0.1521
Ta1 0.3378 0.6453 -0.0984  1.6561
N2 2.5951 0.1667 -0.4238  -0.1370
C2 4.6467 -0.8786 0.2862  -0.0488
C3 -0.1151 -1.4659 2.3685  -0.1321
C4 1.4672 1.0345 3.0362  -0.1612
Cl1 -2.2264 3.8161 -0.6345  0.4539
C5 -0.1369 -2.3762 1.1614  -0.1452
H3 0.5074 0.6344 -4.6503  0.1213
H4 0.0788 -1.9825 -0.8623  0.1176
C6 -0.4470 0.7527 -4.1368  0.0809
H5 1.4534 -1.8915 -0.0665  0.0967
C7 4.5713 0.3174 -1.7835  -0.0391
Cl2 -0.3240 4.2036 1.9725  0.4337
H6 -1.9942 -0.7474 -1.0263  0.1291
Br1 7.0860 -0.8161 -1.1481  0.9722
H7 -2.6958 -1.6043 0.9403  0.1173
Cl3 1.2191 2.9496 -0.8216  0.4622
H8 -2.3931 -0.3533 3.0430  0.1556
H9 -1.1340 -2.6986 0.8840  0.1134
C8 3.2434 0.5807 -1.5330  -0.1244
N3 -1.8923 -0.0634 -0.2768  -0.0338
H10 -1.0664 -0.1048 -4.4180  0.1279
H11 -0.7473 -1.8607 3.1670  0.1558
H12 2.6743 1.1473 -2.2542  0.0935
H13 2.8151 -0.8988 1.3553  0.1037
O1 -0.8175 1.5076 -1.8622  -0.2806
C9 5.3045 -0.4294 -0.8653  -0.6612
H14 2.6119 1.5403 1.3875  0.0946
H15 0.8997 -1.4370 2.7638  0.1164
C10 -0.0064 0.7827 3.2075  -0.1688
C11 -0.2410 0.7283 -2.6798  -0.5968
N4 1.6322 1.5720 1.6608  -0.1179
H16 -2.3525 0.7659 -0.6509  0.0838
H17 -0.2289 0.2900 4.1564  0.1579
H18 -0.9476 1.6692 -4.4371  0.1194
Si1 -0.6774 3.0312 0.3519  -0.4613
N5 -0.5175 -0.0491 2.0674  -0.2386
H19 2.0740 0.1387 3.1547  0.1118
C12 3.3257 -0.5587 0.4599  -0.1490
H20 1.4263 2.5687 1.7297  -0.0142
C13 -2.6661 -0.5205 0.9116  -0.1452
H21 0.4278 -3.2830 1.3763  0.1493
H22 -0.5412 1.7309 3.1975  0.0882
O2 0.5504 -0.0974 -2.0836  -0.1485
H23 -2.2305 1.1559 2.1524  0.1161
H24 5.0286 0.6891 -2.6900  0.1339
H25 1.8199 1.7525 3.7773  0.1538

The HOMO energy is -18.03 eV. As for the gap between HOMO and LUMO: 0.2900 hartree. The total charge is +3. The calculation puts the lowest unoccupied orbital energy at -0.3727 hartree. The relative energy (zero: lowest compared OMol25 entry of this formula, charge and spin) comes out at 0.0 kcal/mol.